A structure of composition C60H36CoF4N8O4 in a non-equilibrium geometry, computed with ωB97M-V/def2-TZVPD.

CARTESIAN COORDINATES (ANGSTROEM)
1 C 1.956 -4.678 -5.074
2 C -0.437 -2.090 -2.325
3 C -3.235 0.050 -1.556
4 C -4.490 0.129 -2.362
5 C -3.607 2.991 0.528
6 H -9.015 0.907 -6.216
7 C -3.356 -1.506 1.134
8 H 3.713 -2.986 -1.640
9 C 6.351 1.052 1.897
10 C 1.768 -1.971 -1.209
11 C 2.668 0.426 1.264
12 C -2.580 6.865 3.586
13 H 1.126 -2.719 -4.855
14 C 0.714 -3.673 1.905
15 F -1.159 -3.731 0.523
16 C -6.802 0.313 -3.910
17 H -3.041 9.984 4.382
18 H -0.813 5.669 0.961
19 C 3.592 -4.381 2.330
20 C 0.873 -2.541 -2.145
21 H 1.020 4.511 2.693
22 F 1.158 -4.730 1.193
23 N 4.161 -5.198 1.745
24 C -1.812 4.450 2.409
25 C 2.398 -5.819 -4.408
26 O -7.980 0.351 -4.587
27 H 3.330 -0.555 3.692
28 F -0.848 -0.538 3.987
29 H 3.635 -6.122 -6.795
30 C -0.343 -1.549 3.274
31 C -2.374 2.484 1.037
32 C -4.475 0.779 -3.587
33 C 1.789 1.469 1.603
34 C -5.684 -0.437 -1.914
35 C -2.603 4.463 3.555
36 C -1.793 6.872 2.437
37 H 2.002 -4.604 -6.150
38 C -3.171 1.007 -0.536
39 C 6.499 0.481 3.161
40 C 0.884 -2.050 3.614
41 H -3.447 -1.872 -3.678
42 C -5.619 0.883 -4.367
43 H -5.705 -0.959 -0.965
44 C -2.290 -0.908 -2.004
45 Co -0.381 -0.967 0.199
46 H 2.695 -6.773 -2.514
47 C 8.824 0.953 3.203
48 C 4.006 0.486 1.928
49 H 9.034 0.427 2.267
50 H -7.759 -0.787 -2.350
51 H 7.188 1.492 1.375
52 C -1.418 5.662 1.860
53 C -0.067 2.761 1.860
54 C -2.006 -1.088 1.396
55 C 1.057 3.500 2.323
56 C 3.740 -2.525 3.848
57 H -7.742 2.057 -5.749
58 C -2.609 9.240 3.719
59 C -1.418 3.157 1.785
60 C 5.402 -0.093 3.803
61 O -3.001 7.980 4.235
62 H -1.250 -3.326 -4.020
63 H 4.628 -1.407 0.317
64 N 1.410 -1.022 -0.321
65 H 1.989 -6.812 -6.890
66 C -1.047 -1.985 2.140
67 N -2.185 1.237 0.440
68 C 2.979 -6.921 -6.438
69 C -1.531 0.244 1.177
70 H 9.647 0.799 3.895
71 O 2.901 -6.921 -5.025
72 N -4.429 -1.882 0.966
73 N -0.286 0.392 1.614
74 O 7.677 0.426 3.836
75 N 4.428 -1.841 4.476
76 C 2.913 -3.374 3.066
77 C 1.853 -4.812 -2.296
78 C 2.518 -0.645 0.378
79 H 3.399 -7.883 -6.717
80 H -3.551 1.220 -3.944
81 C 3.164 -2.261 -1.064
82 C 2.344 -5.881 -3.014
83 C -2.986 5.651 4.141
84 H 5.540 -0.576 4.760
85 C -0.510 -3.150 1.547
86 H 3.182 2.994 2.420
87 C 3.625 -1.460 -0.072
88 F 1.506 -1.493 4.672
89 N 0.412 1.564 1.399
90 H -1.521 9.343 3.718
91 H 4.990 1.456 0.294
92 C 4.165 -0.076 3.195
93 H -1.471 7.796 1.983
94 C -6.828 -0.348 -2.681
95 H -4.930 2.265 -1.048
96 H -2.916 3.525 3.997
97 C 5.104 1.035 1.287
98 C -2.530 -1.800 -3.118
99 C 1.454 -3.612 -4.337
100 C -7.998 0.998 -5.846
101 H -5.571 1.402 -5.312
102 N -1.040 -1.117 -1.562
103 H 8.713 2.023 3.003
104 H -4.018 3.951 0.791
105 C 1.552 -3.062 2.871
106 H -3.595 5.667 5.034
107 C 1.392 -3.664 -2.952
108 H -7.309 0.519 -6.547
109 H -2.993 9.388 2.706
110 H 1.815 -4.871 -1.214
111 C -1.404 -2.540 -3.300
112 C -4.071 2.126 -0.415
113 C 2.167 2.716 2.190

Atomic forces in eV per Å
0.022 -0.092 0.120
-0.350 -0.023 -0.250
-0.107 0.436 0.588
-0.055 -0.035 -0.185
-0.008 -0.096 -0.110
0.016 -0.005 -0.010
0.415 0.075 -0.016
0.050 0.020 0.004
0.024 -0.055 -0.110
-0.009 -0.129 -0.085
-0.075 0.255 0.478
0.016 0.093 -0.014
-0.004 -0.004 0.014
-0.001 0.025 -0.063
-0.027 0.106 0.019
-0.088 -0.002 -0.016
0.001 -0.007 -0.011
0.009 0.003 -0.005
-0.030 -0.120 -0.052
-0.103 0.102 0.068
-0.038 0.013 -0.006
-0.055 0.125 0.159
-0.003 0.117 0.028
0.038 0.071 -0.094
0.043 -0.119 -0.122
0.019 -0.032 0.052
-0.005 1.459 -0.464
0.061 -0.133 0.153
-0.018 -0.012 -0.022
0.112 -0.042 0.023
0.076 0.160 0.123
0.030 -0.003 0.007
0.044 0.406 0.081
0.020 0.005 0.012
-0.085 -0.030 0.118
-0.041 -0.088 0.059
0.009 -0.006 -0.042
0.020 -0.032 -0.183
-0.345 0.105 -0.192
-0.232 0.122 0.068
-0.022 0.032 0.014
-0.068 -0.021 0.015
0.004 0.010 0.004
-0.121 -0.249 -0.367
0.042 -0.008 0.049
0.012 -0.023 -0.006
-0.077 -0.032 0.007
0.139 0.234 0.187
0.023 0.028 -0.008
-0.014 -0.009 0.006
0.025 0.003 -0.029
-0.020 0.023 0.039
0.119 0.248 -0.032
0.067 -0.512 0.080
-0.182 -0.032 0.082
0.367 -1.722 0.875
0.002 -0.013 -0.015
0.030 -0.068 -0.024
-0.079 -0.147 -0.113
1.848 2.384 -0.371
-0.004 -0.063 -0.015
0.024 -0.001 -0.014
0.004 0.000 -0.023
-0.097 0.192 0.043
0.020 0.001 -0.002
-0.450 -0.217 0.002
-0.148 -0.074 -0.146
-0.011 0.083 0.037
-0.153 0.195 0.118
0.010 0.010 -0.012
-0.049 0.076 0.094
-0.023 0.044 -0.012
0.246 -0.191 0.045
0.077 0.012 0.099
-2.021 -5.969 1.847
0.231 0.344 -0.126
0.009 -0.051 -0.033
-0.031 -0.400 -0.262
-0.012 0.015 0.009
0.019 -0.002 0.010
0.027 0.005 0.022
-0.020 0.077 -0.075
0.045 0.047 -0.048
0.597 1.332 -0.353
0.172 0.118 0.010
0.060 -0.043 -0.008
-0.003 -0.006 0.066
-0.140 -0.080 -0.081
0.174 -0.122 -0.295
-0.012 0.014 -0.012
0.022 -0.005 -0.016
-0.692 1.955 -1.114
0.005 0.040 -0.004
0.013 0.040 -0.057
-0.018 0.018 -0.010
0.001 -0.013 -0.008
0.187 0.177 -0.147
0.155 -0.157 -0.048
-0.016 -0.031 -0.038
0.022 0.026 0.032
-0.011 0.005 -0.020
0.539 0.048 0.247
0.023 -0.010 -0.013
0.000 0.020 0.001
-0.325 0.014 -0.190
-0.009 -0.004 0.012
-0.039 -0.084 -0.054
-0.013 0.005 -0.011
0.011 0.013 0.011
-0.011 0.025 -0.029
-0.008 0.127 0.141
0.146 -0.070 0.092
0.034 -0.245 -0.178

Results
Net charge: 0
Max |F| in eV/A: 6.57
Spin multiplicity: 2
HOMO-LUMO gap (spin up / spin down) in eV: 4.397 / 4.418
Relative energy (zero: lowest compared OMol25 entry of this formula, charge and spin) in eV: 2.572
HOMO level (spin up / spin down) in Eh: -0.24324 / -0.24421



A structure of composition C6H7NO in a non-equilibrium geometry, computed with ωB97M-V/def2-TZVPD.

CARTESIAN COORDINATES (ANGSTROEM)
1 H 1.704 -1.955 -1.781
2 O -1.479 1.402 1.563
3 H 0.825 -1.559 0.477
4 C -0.092 1.545 -0.294
5 H 0.720 1.985 -0.873
6 H 0.895 -0.526 -2.525
7 C 0.722 -0.838 -0.433
8 C -1.021 -0.337 1.011
9 N -0.499 -1.066 1.932
10 C -0.162 0.237 0.008
11 C -0.915 2.176 0.794
12 H -1.200 -1.578 2.521
13 H -1.300 3.249 0.717
14 C 1.209 -1.050 -1.598
15 H -2.055 -0.435 0.829

Atomic forces in eV per Å
1.071 -1.027 -0.237
-0.168 2.855 0.834
0.335 1.173 -1.839
-0.133 -0.008 2.336
-0.645 0.073 0.001
0.388 0.103 0.852
-0.695 -0.364 3.696
-0.287 -1.679 1.779
-0.287 -0.791 0.939
2.047 -0.987 -1.670
-1.624 0.595 -1.931
0.665 0.853 -0.945
1.023 -0.931 0.477
-0.298 0.024 -3.561
-1.393 0.113 -0.732

Results
Net charge: 0
Max |F| in eV/A: 3.78
HOMO-LUMO gap in eV: 8.665
Relative energy (zero: lowest compared OMol25 entry of this formula, charge and spin) in eV: 3.652
HOMO level in Eh: -0.33409



A cluster of 2 separate species, C8H11PS3 in total in a non-equilibrium geometry, computed with ωB97M-V/def2-TZVPD.

CARTESIAN COORDINATES (ANGSTROEM)
1 H -1.344 -0.751 2.690
2 H -2.864 2.081 -1.470
3 C -1.818 2.215 -1.625
4 C -0.768 -1.303 3.485
5 H -1.246 0.208 -1.062
6 H 1.003 0.391 -1.844
7 C -0.899 1.188 -1.484
8 H -0.462 -0.720 4.342
9 H 3.551 -2.737 2.766
10 S 0.596 0.818 1.365
11 S 3.509 -1.214 0.907
12 C 0.391 1.350 -1.756
13 C -1.272 3.482 -1.989
14 H -1.827 4.405 -1.937
15 H 4.425 -3.406 1.315
16 P 1.182 -1.031 0.991
17 H -1.415 -2.096 3.888
18 C 0.903 2.541 -2.226
19 H 1.803 2.633 -2.718
20 H 0.545 4.506 -2.688
21 S 0.662 -2.305 2.789
22 C 3.856 -2.473 1.800
23 C 0.090 3.653 -2.248

Atomic forces in eV per Å
0.922 -0.410 0.950
-0.469 -0.006 0.211
1.726 1.913 -0.457
-0.336 -1.097 -0.734
0.269 0.943 -0.742
-0.532 1.531 0.478
-3.515 -1.556 1.414
0.239 0.486 -0.279
-0.849 0.314 1.422
0.449 -1.552 -0.102
0.292 0.472 -0.318
3.604 -1.956 -1.734
-0.096 -0.103 0.891
-0.699 -0.128 -0.330
-0.889 2.301 0.945
-1.378 1.386 1.696
0.050 0.195 -0.212
-1.736 -0.104 0.474
2.251 -0.151 -0.431
-0.237 1.124 0.073
-0.521 1.311 -0.774
2.149 -3.479 -2.119
-0.693 -1.433 -0.323

Results
Net charge: 0
Max |F| in eV/A: 4.61
HOMO-LUMO gap (spin up / spin down) in eV: 6.180 / 6.186
HOMO level (spin up / spin down) in Eh: -0.29521 / -0.29527



A cluster of 2 separate species, C3H11Cl2N2PSi in total in a non-equilibrium geometry, computed with ωB97M-V/def2-TZVPD.

CARTESIAN COORDINATES (ANGSTROEM)
1 C 1.358 -0.134 -1.977
2 H 1.585 1.840 1.462
3 H 0.744 2.529 0.082
4 Cl -3.339 -1.292 -0.449
5 H 1.201 -2.246 0.000
6 H -0.225 1.702 1.229
7 C 0.783 1.731 0.809
8 H -2.650 0.156 2.662
9 H 0.589 -0.335 -2.716
10 N -0.855 -0.065 -0.434
11 H 2.276 -0.861 -2.000
12 C 1.368 -1.542 0.719
13 Si 0.828 0.046 -0.222
14 N -2.015 -0.145 1.964
15 Cl -3.131 1.821 -0.262
16 P -2.202 0.099 0.431
17 H 0.786 -1.873 1.582
18 H 1.892 0.790 -2.212
19 H 2.406 -1.462 0.887
20 H -1.400 -0.757 -1.556

Atomic forces in eV per Å
3.372 -0.292 0.225
1.103 0.365 1.422
0.270 0.441 -0.235
-1.274 -0.782 -0.504
-0.246 -2.232 -2.169
0.496 -0.035 0.633
-0.976 -1.744 -2.655
-0.673 0.353 0.397
0.135 -0.158 0.077
-4.030 -2.794 -4.912
-1.947 0.766 -0.246
-0.882 2.717 0.859
-0.077 -0.061 2.219
0.647 0.448 -2.304
0.156 -0.333 0.375
0.242 -0.021 2.309
0.208 0.595 0.157
-0.313 0.282 -0.498
1.309 -0.268 0.583
2.481 2.751 4.267

Results
Net charge: 0
Max |F| in eV/A: 6.94
HOMO-LUMO gap in eV: 9.567
Relative energy (zero: lowest compared OMol25 entry of this formula, charge and spin) in eV: 2.615
HOMO level in Eh: -0.35041



The molecule C3H7O3PS in a non-equilibrium geometry, computed with ωB97M-V/def2-TZVPD.

CARTESIAN COORDINATES (ANGSTROEM)
1 H 0.105 0.638 1.139
2 H 1.714 -0.971 2.070
3 H 1.865 -2.591 1.360
4 H -1.292 0.226 -2.873
5 H -0.572 -2.289 0.469
6 C 1.220 -1.697 1.478
7 H 0.943 3.201 -1.446
8 H -1.612 0.066 1.589
9 O -1.172 1.151 -2.486
10 P -0.264 0.893 -1.213
11 C -0.726 -0.193 1.055
12 O -1.247 0.153 -0.216
13 S 0.097 2.807 -0.424
14 O 0.958 0.150 -1.509
15 C -0.016 -1.543 1.006

Atomic forces in eV per Å
-1.378 -1.659 1.284
0.213 1.094 0.236
-0.978 0.324 -0.092
0.056 1.721 0.263
0.119 -0.436 -0.205
-0.186 -1.412 -0.387
-0.590 -0.570 0.709
-0.070 -0.697 1.757
-0.586 -1.748 -0.536
0.681 0.091 -0.479
3.035 1.880 -0.417
-0.691 0.369 -2.207
0.116 0.172 -0.605
0.327 -0.064 0.028
-0.067 0.936 0.650

Results
Structure (SMILES): C=CCO[P@@](=O)(O)S
Net charge: 0
Max |F| in eV/A: 3.59
HOMO-LUMO gap in eV: 10.540
Relative energy (zero: lowest compared OMol25 entry of this formula, charge and spin) in eV: 0.840
HOMO level in Eh: -0.36794



A cluster of 2 separate species, C14H30BrNO6P in total in a non-equilibrium geometry, computed with ωB97M-V/def2-TZVPD.

CARTESIAN COORDINATES (ANGSTROEM)
1 C -1.680 -0.902 -0.243
2 H -0.074 -0.064 7.264
3 O 0.568 -0.958 -3.404
4 C 2.635 1.735 -4.450
5 C -3.240 -1.198 0.177
6 O 4.516 -0.011 -4.359
7 H 3.832 -0.646 -4.728
8 H 4.076 1.113 -6.136
9 H 3.284 3.108 -2.752
10 C 1.154 2.487 -2.235
11 H 0.590 3.106 -3.086
12 H -1.957 -0.106 5.643
13 H 0.160 -1.874 2.600
14 H 0.304 -2.701 4.150
15 O -4.961 -3.062 -0.483
16 C 0.977 -0.631 4.170
17 P -1.351 1.309 -2.922
18 H 1.758 -2.394 3.195
19 H 2.317 2.641 -5.129
20 C 0.790 -1.978 3.493
21 H 0.501 -1.623 6.677
22 H -1.522 -1.188 -1.367
23 H 1.948 0.826 -4.716
24 H -1.430 -1.652 5.004
25 H -2.801 -3.424 -0.419
26 Br -0.860 1.586 -5.144
27 H -3.699 -3.184 1.236
28 H -4.986 -2.730 -1.431
29 O -2.217 2.792 -2.496
30 H -1.075 -1.519 7.471
31 H 4.979 2.104 -4.704
32 N 0.021 1.146 -0.365
33 C 4.164 1.309 -4.977
34 O -0.249 -0.008 4.545
35 H 1.473 0.048 3.469
36 H -0.913 -1.539 0.409
37 C -1.332 0.686 0.097
38 H 3.234 1.316 -2.177
39 C 2.634 2.109 -2.824
40 H -3.967 -0.515 -0.472
41 H 0.190 2.061 0.106
42 C -1.070 -0.725 5.463
43 H 1.639 -0.713 5.037
44 C 0.217 1.167 -1.850
45 C -3.640 -2.801 0.117
46 H -3.370 -0.867 1.315
47 C -0.390 -1.001 6.794
48 H -1.910 3.121 -1.600
49 H -1.301 0.728 1.292
50 H -2.229 1.421 -0.186
51 H 1.308 3.232 -1.348
52 O 2.008 -0.864 -1.426
53 C 0.947 -0.272 -2.291

Atomic forces in eV per Å
0.016 0.281 0.364
-0.080 -0.097 -0.058
0.932 4.314 4.990
1.172 -0.197 -0.168
0.377 0.217 0.681
-1.113 1.037 -1.566
1.099 1.126 0.937
0.401 0.821 2.088
-1.358 -1.926 -0.159
0.643 -0.005 -1.030
1.272 -1.242 1.827
0.224 0.047 -0.203
0.225 0.020 0.135
0.082 -0.027 0.051
1.227 0.749 -0.756
-0.023 -0.110 -0.168
-2.305 -0.890 0.608
-0.146 0.114 -0.021
0.380 -1.556 1.552
-0.160 -0.068 -0.092
-0.110 -0.034 0.008
-0.194 0.696 2.081
1.194 1.720 0.740
0.059 -0.064 0.049
-1.572 1.272 0.860
0.223 0.585 0.660
-0.057 0.662 -2.461
0.433 -0.509 1.843
2.221 -0.700 1.054
0.039 0.058 -0.065
-1.514 -1.701 -0.504
-1.905 0.448 -0.445
-1.592 -0.837 0.224
-0.183 0.110 0.127
-0.264 0.044 0.123
-1.737 1.270 -1.480
-0.836 -0.801 1.622
-1.735 1.366 -1.494
0.934 0.968 -0.638
1.512 -1.663 1.266
-0.009 -0.916 -1.012
0.152 0.105 -0.130
0.005 -0.078 0.076
2.574 1.179 -0.202
0.602 0.405 0.494
0.166 -0.531 -2.434
0.158 0.006 0.092
-0.300 -0.473 -1.585
-0.042 -0.049 -2.477
1.630 -1.672 0.240
-0.443 -1.617 -1.309
-5.788 4.030 -4.089
3.511 -5.887 -0.248

Results
Net charge: -1
Max |F| in eV/A: 8.15
HOMO-LUMO gap in eV: 7.204
HOMO level in Eh: -0.16909